1.
{"formula": "C22H52F6N2O4PPdSbSi3", "method": "ωB97M-V/def2-TZVPD", "relative_energy_ev": 0.0000, "homo_ev": [-17.1746, -17.8185], "multiplicity": 6, "total_charge": 3, "lumo_energy_ev": [-7.77, -13.20], "homo_lumo_gap_ev": [9.4, 4.6], "s2": 8.79, "species": ["Pd", "C", "O", "Si", "C", "C", "C", "Si", "C", "C", "C", "Si", "C", "C", "C", "H", "H", "H", "H", "H", "H", "H", "H", "H", "H", "H", "H", "H", "H", "H", "H", "H", "H", "H", "H", "H", "H", "H", "H", "H", "H", "H", "C", "C", "O", "P", "O", "C", "C", "O", "C", "C", "H", "H", "H", "H", "H", "H", "H", "H", "H", "H", "H", "H", "H", "H", "H", "N", "C", "N", "C", "C", "C", "C", "C", "H", "H", "H", "H", "H", "H", "H", "H", "H", "H", "F", "Sb", "F", "F", "F", "F", "F"], "xyz": [[0.222, 0.306, 0.240], [-0.878, 0.589, 3.555], [0.149, 0.699, 2.543], [1.777, 0.493, 2.871], [2.493, 1.767, 4.009], [2.038, -1.196, 3.582], [2.358, 0.856, 1.034], [2.808, 2.635, 0.485], [1.912, 3.951, 1.512], [2.402, 2.822, -1.342], [4.640, 2.860, 0.823], [3.576, -0.644, 0.477], [3.914, -0.102, -1.285], [5.083, -0.606, 1.557], [2.778, -2.324, 0.444], [-0.806, 1.435, 4.236], [-0.768, -0.348, 4.104], [-1.839, 0.630, 3.053], [2.133, 1.497, 5.008], [2.191, 2.787, 3.794], [3.583, 1.708, 4.025], [1.644, -1.178, 4.603], [3.090, -1.465, 3.665], [1.514, -1.982, 3.039], [1.580, 4.711, 0.802], [2.611, 4.398, 2.218], [1.033, 3.581, 2.034], [1.746, 2.028, -1.706], [3.312, 2.812, -1.944], [1.897, 3.775, -1.503], [4.868, 2.755, 1.884], [4.887, 3.885, 0.534], [5.280, 2.188, 0.252], [4.511, 0.805, -1.336], [3.010, 0.020, -1.881], [4.500, -0.928, -1.704], [5.408, 0.398, 1.823], [5.893, -1.068, 0.981], [4.963, -1.192, 2.468], [1.800, -2.338, -0.040], [2.701, -2.782, 1.427], [3.442, -2.959, -0.153], [0.904, 1.946, -4.679], [-0.372, 2.342, -3.988], [-1.051, 1.148, -3.428], [-0.927, 0.504, -2.025], [-2.241, -0.327, -1.834], [-3.584, 0.116, -2.285], [-3.967, -0.634, -3.534], [0.240, -0.599, -2.049], [0.157, -1.771, -2.969], [1.524, -2.054, -3.523], [1.370, 2.842, -5.091], [0.708, 1.262, -5.504], [1.613, 1.485, -3.989], [-1.104, 2.747, -4.681], [-0.231, 3.053, -3.176], [-3.564, 1.191, -2.437], [-4.238, -0.099, -1.442], [-3.312, -0.378, -4.366], [-4.984, -0.352, -3.810], [-3.943, -1.715, -3.386], [-0.559, -1.516, -3.750], [-0.232, -2.598, -2.377], [1.911, -1.196, -4.073], [1.452, -2.893, -4.216], [2.226, -2.325, -2.735], [-0.762, -1.656, 0.783], [-1.739, -2.269, 0.898], [-2.858, -2.953, 1.032], [-3.201, -3.569, 2.318], [-4.626, -3.133, 2.732], [-5.616, -3.388, 1.608], [-5.196, -2.658, 0.342], [-3.779, -3.087, -0.100], [-2.442, -3.302, 3.049], [-3.187, -4.653, 2.147], [-4.602, -2.076, 3.006], [-4.870, -3.703, 3.629], [-6.604, -3.040, 1.913], [-5.710, -4.461, 1.417], [-5.200, -1.577, 0.500], [-5.860, -2.877, -0.494], [-3.391, -2.496, -0.928], [-3.782, -4.151, -0.365], [-0.146, 2.512, 0.203], [-2.082, 2.914, 0.293], [-1.627, 4.682, 0.001], [-1.948, 2.560, -1.602], [-2.184, 0.976, 0.448], [-3.929, 2.911, 0.186], [-1.911, 3.034, 2.142]], "mulliken_charge": [1.601, -1.144, 0.363, 0.274, -1.176, -1.213, -0.154, 1.040, -1.491, -0.778, -1.272, 0.077, -0.472, -1.088, -0.716, 0.295, 0.415, 0.207, 0.517, 0.374, 0.351, 0.502, 0.414, 0.218, 0.492, 0.425, 0.228, -0.533, 0.593, 0.578, 0.343, 0.428, 0.368, 0.355, -0.246, 0.562, 0.338, 0.468, 0.365, -0.018, 0.444, 0.522, -1.009, -0.175, -0.165, 0.689, 0.080, -0.343, -1.414, -0.412, -0.232, -1.174, 0.427, 0.361, 0.102, 0.428, 0.187, 0.502, 0.355, 0.310, 0.473, 0.289, 0.445, 0.214, 0.292, 0.468, 0.207, -0.231, -0.196, 0.279, -0.583, -0.537, -0.822, -0.585, -0.148, 0.465, 0.324, 0.335, 0.359, 0.358, 0.385, 0.322, 0.439, 0.115, 0.268, -0.548, 1.996, -0.483, -0.568, -0.733, -0.492, -0.480]}

---

2.
{"formula": "C22H52O11P3", "method": "ωB97M-V/def2-TZVPD", "homo_ev": -4.1364, "multiplicity": 1, "total_charge": -1, "lumo_energy_ev": 0.00, "homo_lumo_gap_ev": 4.1, "species": ["C", "C", "P", "O", "C", "C", "O", "C", "C", "C", "C", "C", "C", "O", "H", "H", "H", "H", "H", "H", "H", "H", "H", "H", "H", "H", "H", "H", "H", "H", "H", "H", "H", "H", "H", "H", "O", "P", "O", "C", "C", "O", "C", "C", "O", "C", "C", "H", "H", "H", "H", "H", "H", "H", "H", "H", "H", "H", "H", "H", "H", "H", "O", "P", "O", "C", "C", "O", "C", "C", "O", "C", "C", "H", "H", "H", "H", "H", "H", "H", "H", "H", "H", "H", "H", "H", "H", "H"], "xyz": [[2.531, 5.339, -4.218], [3.060, 4.405, -5.117], [2.808, 2.504, -5.012], [1.127, 2.534, -5.537], [0.338, 2.721, -4.330], [1.197, 2.084, -3.111], [0.805, 2.441, -1.782], [1.419, 1.569, -0.810], [2.512, 2.392, 0.005], [3.943, 1.825, -0.394], [2.236, 2.491, 1.570], [3.318, 1.782, 2.494], [2.041, 3.983, 2.102], [2.494, 2.703, -3.299], [1.727, 5.125, -3.466], [2.932, 6.396, -4.254], [3.696, 4.817, -5.960], [3.178, 2.254, -6.383], [4.224, 2.450, -4.693], [2.809, 1.087, -4.718], [0.044, 3.815, -4.209], [-0.656, 2.168, -4.321], [1.146, 0.965, -3.329], [0.579, 1.188, -0.134], [1.907, 0.655, -1.282], [2.466, 3.457, -0.399], [4.722, 2.648, -0.325], [3.886, 1.569, -1.504], [4.241, 0.872, 0.129], [1.247, 1.956, 1.773], [3.111, 2.127, 3.562], [3.147, 0.655, 2.486], [4.388, 2.048, 2.258], [2.976, 4.610, 2.065], [1.235, 4.448, 1.442], [1.583, 3.971, 3.147], [2.339, -3.267, -1.297], [1.193, -3.582, -0.331], [1.343, -5.237, -0.401], [2.574, -5.812, 0.028], [2.712, -5.783, 1.541], [-0.023, -3.320, -1.434], [0.178, -2.372, -2.489], [0.636, -3.064, -3.763], [-0.011, -3.714, 0.866], [-1.100, -4.630, 0.741], [-0.861, -5.919, 1.512], [3.416, -5.300, -0.441], [2.588, -6.846, -0.324], [2.501, -4.789, 1.945], [3.720, -6.078, 1.838], [2.009, -6.477, 2.005], [0.882, -1.599, -2.181], [-0.776, -1.870, -2.672], [1.383, -3.836, -3.572], [1.058, -2.342, -4.465], [-0.205, -3.565, -4.246], [-1.342, -4.850, -0.298], [-1.967, -4.127, 1.176], [-0.235, -6.613, 0.945], [-1.807, -6.434, 1.701], [-0.362, -5.726, 2.464], [-1.915, 1.243, 2.220], [-3.414, 1.533, 2.332], [-3.776, 0.250, 3.327], [-3.146, 0.201, 4.603], [-3.739, 1.218, 5.565], [-3.810, 0.911, 0.842], [-2.846, 0.960, -0.216], [-2.082, -0.351, -0.315], [-5.015, 2.107, 2.445], [-6.138, 1.239, 2.287], [-6.709, 0.786, 3.622], [-2.070, 0.356, 4.503], [-3.291, -0.808, 4.998], [-3.794, 2.213, 5.114], [-3.143, 1.274, 6.477], [-4.755, 0.934, 5.845], [-2.170, 1.804, -0.081], [-3.385, 1.137, -1.151], [-1.801, -0.748, 0.663], [-1.175, -0.225, -0.909], [-2.701, -1.116, -0.787], [-5.914, 0.376, 1.660], [-6.901, 1.825, 1.769], [-6.142, -0.052, 4.035], [-7.739, 0.437, 3.500], [-6.689, 1.593, 4.357]], "mulliken_charge": [-0.672, -0.124, -0.221, -0.532, -0.370, 0.348, -0.420, -0.113, 0.639, -1.550, 1.202, -1.434, -1.481, -0.253, 0.045, 0.224, 0.246, 0.037, 0.107, -0.094, 0.243, 0.303, 0.024, -0.240, 0.179, 0.208, 0.314, 0.389, 0.324, -0.379, 0.411, 0.256, 0.305, 0.319, 0.365, 0.382, -0.717, 1.174, -0.374, -0.448, -0.894, -0.316, -0.075, -1.361, -0.319, -0.046, -1.160, 0.368, 0.296, 0.246, 0.400, 0.205, 0.143, 0.367, 0.310, 0.373, 0.342, 0.248, 0.401, 0.158, 0.462, 0.253, -0.707, 1.293, -0.369, -0.406, -0.949, -0.407, -0.667, -0.255, -0.494, -0.058, -1.067, 0.350, 0.296, 0.252, 0.403, 0.216, 0.285, 0.400, 0.213, -0.214, 0.422, 0.185, 0.412, 0.154, 0.440, 0.246]}

---

3.
{"formula": "C22H53BCdN5O10S", "method": "ωB97M-V/def2-TZVPD", "homo_ev": -3.2159, "multiplicity": 1, "total_charge": -1, "lumo_energy_ev": 1.48, "homo_lumo_gap_ev": 4.7, "species": ["Cd", "B", "H", "H", "H", "H", "S", "O", "O", "O", "O", "C", "C", "C", "O", "C", "N", "H", "H", "H", "H", "H", "H", "H", "H", "H", "H", "H", "C", "C", "C", "O", "C", "N", "H", "H", "H", "H", "H", "H", "H", "H", "H", "H", "H", "C", "C", "C", "O", "C", "N", "H", "H", "H", "H", "H", "H", "H", "H", "H", "H", "H", "C", "C", "C", "O", "C", "N", "H", "H", "H", "H", "H", "H", "H", "H", "H", "H", "H", "C", "C", "C", "C", "C", "C", "N", "O", "O", "H", "H", "H", "H", "H"], "xyz": [[-18.668, -22.852, 20.097], [-18.510, -21.191, 18.658], [-18.466, -20.221, 18.188], [-19.501, -21.617, 18.634], [-17.810, -21.889, 18.226], [-18.326, -21.125, 19.720], [-21.122, -22.851, 22.027], [-20.251, -23.333, 23.061], [-20.306, -22.387, 20.948], [-21.563, -24.177, 21.639], [-22.160, -21.984, 22.474], [-18.620, -18.108, 23.955], [-18.775, -18.695, 22.533], [-17.477, -18.525, 21.647], [-17.397, -17.141, 21.174], [-18.084, -16.666, 20.073], [-19.235, -20.108, 22.582], [-18.475, -17.032, 24.054], [-17.811, -18.562, 24.528], [-19.536, -18.216, 24.537], [-19.443, -18.039, 21.976], [-17.495, -19.117, 20.732], [-16.543, -18.792, 22.140], [-17.569, -15.802, 19.652], [-19.045, -16.317, 20.451], [-18.346, -17.438, 19.349], [-19.678, -20.311, 21.698], [-20.017, -20.145, 23.220], [-16.562, -19.351, 16.456], [-15.274, -20.179, 16.462], [-13.923, -19.490, 16.566], [-13.744, -18.601, 15.474], [-12.522, -17.947, 15.353], [-15.525, -21.149, 17.487], [-17.450, -19.976, 16.364], [-16.627, -18.757, 15.545], [-16.657, -18.658, 17.292], [-15.263, -20.764, 15.542], [-13.152, -20.252, 16.451], [-13.902, -18.853, 17.450], [-12.365, -17.528, 14.359], [-11.763, -18.719, 15.484], [-12.398, -17.177, 16.114], [-16.516, -21.244, 17.658], [-15.209, -20.871, 18.405], [-14.998, -22.406, 22.206], [-15.951, -22.468, 21.061], [-15.780, -23.761, 20.272], [-16.746, -23.826, 19.186], [-16.259, -24.489, 18.043], [-17.309, -22.403, 21.565], [-15.242, -23.173, 22.941], [-15.061, -21.433, 22.693], [-13.996, -22.644, 21.850], [-15.688, -21.648, 20.392], [-15.949, -24.596, 20.952], [-14.775, -23.829, 19.855], [-16.018, -25.548, 18.139], [-15.306, -24.157, 17.631], [-17.037, -24.476, 17.280], [-17.355, -21.442, 21.871], [-17.408, -22.827, 22.476], [-21.901, -23.397, 18.140], [-20.797, -24.544, 18.238], [-20.737, -25.305, 16.942], [-19.698, -26.181, 16.990], [-19.253, -26.360, 15.629], [-19.472, -23.988, 18.508], [-21.884, -22.738, 19.008], [-22.911, -23.806, 18.181], [-21.780, -22.794, 17.241], [-20.968, -25.225, 19.071], [-20.753, -24.651, 16.070], [-21.679, -25.845, 16.845], [-19.994, -26.728, 14.919], [-18.425, -27.069, 15.625], [-18.945, -25.448, 15.117], [-18.958, -24.755, 18.099], [-19.310, -23.231, 17.860], [-22.103, -19.230, 19.319], [-23.464, -19.514, 19.331], [-24.446, -18.586, 19.123], [-24.102, -17.244, 18.933], [-22.701, -16.968, 18.977], [-21.708, -17.925, 19.188], [-25.130, -16.184, 18.806], [-26.340, -16.472, 18.729], [-24.756, -15.013, 18.812], [-21.377, -20.021, 19.439], [-23.660, -20.576, 19.331], [-25.488, -18.866, 19.159], [-22.403, -15.932, 19.047], [-20.654, -17.738, 19.334]], "mulliken_charge": [0.725, 4.475, -0.734, -0.842, 0.183, -0.906, 1.395, -0.849, -0.716, -0.828, -0.787, -1.696, 1.008, 0.214, -0.486, -0.609, -0.386, 0.385, 0.330, 0.440, -0.059, -0.258, 0.152, 0.284, 0.353, 0.137, -0.371, 0.374, -1.384, 0.339, -0.681, -0.308, -0.736, -0.237, 0.392, 0.481, 0.198, 0.159, 0.407, 0.322, 0.235, 0.307, 0.278, -1.264, 0.129, -1.729, 1.712, -1.291, -0.148, -0.982, -0.545, 0.436, 0.355, 0.452, -0.436, 0.360, 0.428, 0.397, 0.354, 0.255, -0.211, 0.396, -1.310, 0.035, -0.839, -0.353, -0.865, -0.383, -0.099, 0.527, 0.389, 0.478, 0.365, 0.448, 0.352, 0.282, 0.353, 0.227, 0.234, -0.518, -0.480, -0.439, -0.125, -0.333, -0.357, 0.913, -0.592, -0.576, 0.469, 0.398, 0.434, 0.393, 0.604]}